(one)
Here is a cluster of 2 separate species, Br5HSi2 in total from the OMol25 dataset. Energies are from the ωB97M-V functional and the def2-TZVPD basis.

Values from the calculation:
HOMO level in eV: -9.75

ORCA input file:
```
! RIJCOSX wB97M-V def2-TZVPD def2/J DEFGRID3
* xyz 0 1
Si 0.48970 -1.58487 0.74170
Si -1.33718 3.02873 -0.31872
Br -1.32196 -2.26596 -0.39826
Br -0.23959 0.35258 1.62298
Br 2.02287 -1.13001 -0.72886
Br -1.84523 1.21730 -1.66491
Br 0.95090 3.02378 -0.85108
H 1.28050 -2.64156 1.59716
*
```

These are the natural (NBO) partial charges, in e, on atoms 1 to 2: 0.903 0.830

---

(two)
Here is a structure of composition Br5HSi2 from the OMol25 dataset. Energies are from the ωB97M-V functional and the def2-TZVPD basis.

Values from the calculation:
HOMO level in eV: -9.71

ORCA input file:
```
! RIJCOSX wB97M-V def2-TZVPD def2/J DEFGRID3
* xyz 0 1
Si -1.48148 0.39352 0.16767
Si 1.24541 -0.63921 -0.10233
Br -1.33092 2.19940 -1.24779
Br -1.90799 1.21859 2.15655
Br 2.31210 -0.86933 1.80926
Br 1.66166 -2.67497 -0.95398
Br 2.29606 0.75526 -1.49146
H -2.79484 -0.38327 -0.33793
*
```

These are the natural (NBO) partial charges, in e, on atoms 1 to 2: 0.683 0.739

---

Stability, highest: (two)

---

(one)
Here is a cluster of 2 separate species, C4H8O2 in total from the OMol25 dataset. Energies are from the ωB97M-V functional and the def2-TZVPD basis.

Values from the calculation:
HOMO level in eV: -8.53
SMILES: CC(=O)O.C=C

ORCA input file:
```
! RIJCOSX wB97M-V def2-TZVPD def2/J DEFGRID3
* xyz 0 1
C 2.43621 0.17971 0.09826
C 0.94076 0.06509 -0.07243
O 0.28932 1.11309 -0.21693
O 0.41325 -1.11991 -0.06054
H 2.70677 1.19080 0.42059
H 2.93552 -0.01485 -0.85652
H 2.78790 -0.55547 0.82154
H -0.69288 -0.95232 0.18501
C -2.01063 -0.31338 0.25940
C -1.64569 0.85863 -0.36453
H -2.28201 -0.29908 1.30760
H -2.43210 -1.08956 -0.37002
H -1.53949 0.88574 -1.44636
H -1.74159 1.83476 0.09810
*
```

These are the natural (NBO) partial charges, in e, on atoms 1 to 2: -0.719 0.824

---

(two)
Here is a cluster of 2 separate species, C4H8O2 in total from the OMol25 dataset. Energies are from the ωB97M-V functional and the def2-TZVPD basis.

Values from the calculation:
HOMO level in eV: -10.33
SMILES: C[C@@H]1CO1.C=O

ORCA input file:
```
! RIJCOSX wB97M-V def2-TZVPD def2/J DEFGRID3
* xyz 0 1
C -0.70566 -1.27891 -1.05345
C -0.91795 0.14385 -0.60755
C -0.88146 0.53256 0.80636
O -2.11287 0.40201 0.11285
H -0.87225 -1.97179 -0.22276
H 0.31279 -1.42268 -1.43340
H -1.40223 -1.53537 -1.85838
H -0.68326 0.91166 -1.34914
H -0.60486 1.54914 1.08796
H -0.68188 -0.22626 1.56257
C 2.18531 -0.29668 0.94684
O 1.87537 -0.45625 2.10048
H 2.48835 0.69249 0.54916
H 2.18393 -1.12941 0.21486
*
```

These are the natural (NBO) partial charges, in e, on atoms 1 to 2: -0.636 0.047

---

Stability, highest: (one)

---

(one)
Here is an isolated molecule of C4H8O2 from the OMol25 dataset. Energies are from the ωB97M-V functional and the def2-TZVPD basis.

Values from the calculation:
HOMO level in eV: -8.58

ORCA input file:
```
! RIJCOSX wB97M-V def2-TZVPD def2/J DEFGRID3
* xyz 0 1
C -0.94796 -0.40600 -1.18797
C -0.36773 0.59091 -0.22366
O -1.27392 0.38099 1.19165
C 0.93441 0.40643 0.42267
C 1.69110 -0.82676 0.33798
O 1.31239 -1.91347 -0.07992
H -1.99891 -0.18293 -1.39148
H -0.38510 -0.33618 -2.12617
H -0.82993 -1.42060 -0.81123
H -0.60082 1.62596 -0.48648
H -1.60451 1.23736 1.51688
H -0.16810 0.27111 1.48879
H 1.51616 1.31094 0.59977
H 2.72293 -0.73775 0.74917
*
```

These are the natural (NBO) partial charges, in e, on atoms 1 to 2: -0.657 0.135

---

(two)
Here is a cluster of 2 separate species, C4H8O2 in total from the OMol25 dataset. Energies are from the ωB97M-V functional and the def2-TZVPD basis.

Values from the calculation:
HOMO level in eV: -10.12
SMILES: C=C(C)C=O.O

ORCA input file:
```
! RIJCOSX wB97M-V def2-TZVPD def2/J DEFGRID3
* xyz 0 1
C 0.85578 -0.32703 -0.93832
C -0.40055 -0.15106 -0.51704
C -1.14163 -1.07234 0.41434
C -1.12083 1.05510 -1.00800
O -2.24879 1.34878 -0.68283
H 1.46639 -1.16943 -0.62317
H 1.32298 0.38420 -1.61744
H -1.91611 -0.51805 0.95224
H -0.46414 -1.54192 1.13475
H -1.64028 -1.87118 -0.14646
H -0.53529 1.69972 -1.70024
O 2.24625 0.90627 1.40884
H 1.31838 0.92600 1.14247
H 2.25785 0.33095 2.18086
*
```

These are the natural (NBO) partial charges, in e, on atoms 1 to 2: -0.306 -0.143

---

(three)
Here is an isolated molecule of C4H8O2 from the OMol25 dataset. Energies are from the ωB97M-V functional and the def2-TZVPD basis.

Values from the calculation:
HOMO level in eV: -10.39
SMILES: C[C@H]1O[C@H]1CO

ORCA input file:
```
! RIJCOSX wB97M-V def2-TZVPD def2/J DEFGRID3
* xyz 0 1
C -0.65395 -0.46991 1.65762
C -0.04912 0.72905 0.96620
O 1.31661 0.59144 0.58511
C 0.34103 0.72841 -0.44619
C -0.02125 -0.40538 -1.36697
O 0.82877 -0.56232 -2.48412
H -0.13494 -1.38158 1.34790
H -1.72099 -0.56896 1.42665
H -0.54236 -0.37317 2.74265
H -0.32000 1.69813 1.39208
H 0.40784 1.68929 -0.96268
H -1.01270 -0.13111 -1.75182
H -0.13106 -1.35480 -0.82762
H 1.69213 -0.18910 -2.27880
*
```

These are the natural (NBO) partial charges, in e, on atoms 1 to 2: -0.643 0.068

---

(four)
Here is a cluster of 2 separate species, C4H8O2 in total from the OMol25 dataset. Energies are from the ωB97M-V functional and the def2-TZVPD basis.

Values from the calculation:
HOMO level in eV: -8.42
SMILES: C/C=C/O.C=O

ORCA input file:
```
! RIJCOSX wB97M-V def2-TZVPD def2/J DEFGRID3
* xyz 0 1
C -2.01006 -1.05206 0.30403
C -1.03792 -0.01929 -0.17698
C -0.62828 1.02264 0.54512
O 0.31592 1.92793 0.16364
H -1.53213 -2.03924 0.34485
H -2.37796 -0.81927 1.30899
H -2.87644 -1.14362 -0.36190
H -0.61146 -0.15775 -1.16929
H -1.01690 1.24640 1.53746
H 0.71755 1.59343 -0.65624
C 2.71623 -0.13364 -0.42194
O 1.93417 -0.00982 -1.33294
H 3.69672 -0.61020 -0.59124
H 2.49231 0.22102 0.60050
*
```

These are the natural (NBO) partial charges, in e, on atoms 1 to 2: -0.625 -0.312

---

Stability, highest: (two)

---

(one)
Here is a structure of composition C24H29BaN8OS3 from the OMol25 dataset. Energies are from the ωB97M-V functional and the def2-TZVPD basis.

Values from the calculation:
HOMO level in eV: -10.02

ORCA input file:
```
! RIJCOSX wB97M-V def2-TZVPD def2/J DEFGRID3
* xyz 1 1
Ba 1.39830 0.64925 0.86034
C -3.42673 -0.24598 -0.38408
C -2.01872 0.20299 -0.64025
N -1.00925 -0.57920 -0.59203
N -1.27951 -1.89072 -0.35122
C -0.29779 -2.80159 -0.14424
N -0.75675 -4.05613 0.03080
S 1.33966 -2.48714 -0.09002
C -1.73600 1.62952 -0.97733
C -2.69201 2.42128 -1.59770
C -2.36857 3.72759 -1.93744
C -1.11054 4.20920 -1.62936
C -0.22114 3.35302 -0.99903
N -0.51272 2.09243 -0.68889
H -3.47992 -0.75453 0.58397
H -3.77699 -0.93456 -1.15932
H -4.11849 0.58776 -0.33613
H -2.22751 -2.15496 -0.12039
H -1.68781 -4.32074 -0.24869
H -0.06857 -4.78405 0.11872
H -3.66898 2.02515 -1.83309
H -3.09522 4.35709 -2.43367
H -0.81505 5.22303 -1.86048
H 0.76628 3.70728 -0.71892
C -2.07457 -3.20259 5.89264
C -1.75084 -4.26652 4.85316
C -1.39308 -3.67516 3.49591
N -0.14569 -2.92112 3.57450
C -0.00855 -1.61650 3.37586
S -1.20963 -0.59594 2.77553
N 1.22657 -1.05042 3.57804
C 2.50413 -1.62113 3.43057
O 3.30153 -1.03315 2.73075
C 2.83022 -2.86902 4.15877
C 3.69376 -3.78810 3.56727
C 4.03976 -4.93925 4.25456
C 3.54722 -5.15765 5.53601
C 2.70437 -4.23115 6.13561
C 2.33726 -3.08591 5.44536
H -2.27761 -3.65049 6.86526
H -2.95093 -2.62004 5.60188
H -1.24543 -2.50145 6.01891
H -2.60062 -4.93877 4.71298
H -0.92618 -4.89985 5.19857
H -2.16379 -2.98754 3.15479
H -1.27679 -4.45712 2.74274
H 0.64280 -3.41975 3.96439
H 1.22456 -0.01350 3.56793
H 4.08002 -3.58912 2.57554
H 4.70134 -5.66432 3.79855
H 3.82950 -6.05304 6.07491
H 2.34107 -4.39570 7.14185
H 1.68744 -2.34889 5.90478
C 5.80616 3.39901 5.07346
C 5.02322 2.85490 3.91982
C 5.65239 2.38498 2.76498
C 4.83527 1.87817 1.78397
N 3.50611 1.84340 1.90359
C 2.97304 2.32889 3.04523
S 1.22529 2.29314 3.22274
N 3.69971 2.82096 4.05253
H 6.80872 3.70024 4.77374
H 5.89373 2.63135 5.84521
H 5.27786 4.24333 5.51209
H 6.72645 2.41465 2.65158
H 5.25058 1.47676 0.86509
*
```

These are the natural (NBO) partial charges, in e, on atoms 1 to 2: 1.774 -0.714

---

(two)
Here is a structure of composition C24H29BaN8OS3 from the OMol25 dataset. Energies are from the ωB97M-V functional and the def2-TZVPD basis.

Values from the calculation:
HOMO level in eV: -10.07

ORCA input file:
```
! RIJCOSX wB97M-V def2-TZVPD def2/J DEFGRID3
* xyz 1 1
Ba -1.22623 -1.72600 0.22055
C 0.49077 -2.54760 4.47955
C 0.02027 -1.53010 3.48335
N -1.19243 -1.30630 3.15215
N -2.23893 -1.88150 3.77345
C -3.51233 -1.61420 3.37575
N -4.50643 -1.95830 4.21605
S -3.88343 -0.94810 1.90245
C 1.03717 -0.75610 2.74595
C 2.17677 -0.27400 3.39085
C 3.09967 0.45930 2.66495
C 2.86727 0.67590 1.31755
C 1.70567 0.16070 0.76405
N 0.80957 -0.52300 1.45435
H 0.51137 -3.51380 3.96925
H -0.15453 -2.62550 5.35275
H 1.50317 -2.35430 4.81215
H -2.11033 -2.35280 4.66975
H -4.36053 -2.20580 5.18135
H -5.44353 -1.71840 3.93395
H 2.33127 -0.42910 4.44765
H 3.98277 0.85190 3.14555
H 3.56757 1.23270 0.71515
H 1.47727 0.30440 -0.28435
C -0.50193 0.38210 -3.86975
C -1.77863 1.18840 -4.08695
C -1.65703 2.59670 -3.50535
N -1.64183 2.53400 -2.06015
C -0.66663 2.87190 -1.22195
S -0.60543 2.25290 0.32535
N 0.33947 3.72000 -1.62245
C 0.19507 4.88020 -2.39095
O -0.87773 5.22240 -2.82785
C 1.45877 5.60520 -2.65255
C 1.39827 6.63950 -3.58815
C 2.53167 7.35460 -3.91915
C 3.74177 7.05140 -3.31695
C 3.81227 6.02740 -2.38605
C 2.68267 5.30410 -2.05475
H -0.60943 -0.62450 -4.26805
H -0.26363 0.31070 -2.80415
H 0.33427 0.85820 -4.37815
H -2.62563 0.67550 -3.62325
H -1.97753 1.27810 -5.15425
H -2.49163 3.22670 -3.82265
H -0.73433 3.05660 -3.85675
H -2.39233 1.99410 -1.64115
H 1.14767 3.68230 -1.01425
H 0.44737 6.86300 -4.04755
H 2.46687 8.15040 -4.64325
H 4.62907 7.60980 -3.56975
H 4.75107 5.79030 -1.90805
H 2.78127 4.51670 -1.32015
C -0.00273 -8.30700 1.21415
C -0.57633 -6.94440 1.03195
C -1.95673 -6.69220 1.02145
C -2.34693 -5.38180 0.83245
N -1.47783 -4.39510 0.63555
C -0.16853 -4.72930 0.63945
S 0.98287 -3.52540 0.32895
N 0.28557 -5.95990 0.86285
H -0.77363 -9.07120 1.18015
H 0.52117 -8.37010 2.16665
H 0.73657 -8.48750 0.43655
H -2.67543 -7.48260 1.16075
H -3.39383 -5.09190 0.83365
*
```

These are the Löwdin partial charges, in e, on atoms 1 to 2: 1.478 0.012

---

Stability, highest: (one)

---

(one)
Here is a cluster of 2 separate species, C2H6N2OS in total from the OMol25 dataset. Energies are from the ωB97M-V functional and the def2-TZVPD basis.

Values from the calculation:
HOMO level in eV: -9.22
SMILES: C=NN.O=CS

ORCA input file:
```
! RIJCOSX wB97M-V def2-TZVPD def2/J DEFGRID3
* xyz 0 1
C -1.27385 1.73822 0.63840
N -0.41792 0.86980 0.29505
N 0.69701 0.63790 0.98375
H -2.10715 1.89777 -0.01815
H -1.20961 2.31951 1.55628
H 1.06755 -0.29584 0.83198
H 0.76793 1.02406 1.92086
O 1.15302 -1.96866 -0.04875
C 0.79551 -2.12259 -1.18946
S -0.16442 -1.01231 -2.10054
H 1.04992 -3.00889 -1.78165
H -0.35800 -0.07897 -1.08778
*
```

These are the natural (NBO) partial charges, in e, on atoms 1 to 2: -0.166 -0.228

---

(two)
Here is a cluster of 2 separate species, C2H6N2OS in total from the OMol25 dataset. Energies are from the ωB97M-V functional and the def2-TZVPD basis.

Values from the calculation:
HOMO level in eV: -9.58

ORCA input file:
```
! RIJCOSX wB97M-V def2-TZVPD def2/J DEFGRID3
* xyz 0 1
C -1.13413 1.17763 0.03198
C -1.19966 -1.22042 -0.33295
N 2.89752 1.03546 0.17460
N -0.62926 0.09488 -0.21360
O 1.67609 -1.09001 0.56803
S 1.86757 0.01936 -0.34386
H -0.46439 2.13731 -0.17924
H 3.08364 1.13809 1.11997
H -2.22046 1.38160 0.15534
H -2.32393 -1.36452 -0.34118
H -0.75709 -1.65445 -1.16632
H -0.79591 -1.65492 0.52724
*
```

These are the natural (NBO) partial charges, in e, on atoms 1 to 2: -0.027 -0.440

---

(three)
Here is a cluster of 2 separate species, C2H6N2OS in total from the OMol25 dataset. Energies are from the ωB97M-V functional and the def2-TZVPD basis.

Values from the calculation:
HOMO level in eV: -8.42

ORCA input file:
```
! RIJCOSX wB97M-V def2-TZVPD def2/J DEFGRID3
* xyz 0 1
C -0.04399 -2.06860 0.52546
C 0.13985 1.55492 -0.95957
N -0.22643 0.36107 -1.11087
N -0.28624 0.03162 1.90658
O 0.69503 1.93723 0.15882
S -1.14485 -1.16668 1.37730
H 0.78930 -1.69672 -0.04821
H -0.31520 -3.06785 0.28156
H 0.18565 2.35316 -1.64247
H -0.38325 -0.08444 -2.00898
H -0.86940 0.63318 2.48031
H 0.78821 1.26793 0.79749
*
```

These are the natural (NBO) partial charges, in e, on atoms 1 to 2: -0.707 0.443

---

Stability, highest: (one)

---

(one)
Here is an isolated molecule of C2H6N2OS from the OMol25 dataset. Energies are from the ωB97M-V functional and the def2-TZVPD basis.

Values from the calculation:
HOMO level in eV: -8.24

ORCA input file:
```
! RIJCOSX wB97M-V def2-TZVPD def2/J DEFGRID3
* xyz 0 1
C -0.17893 0.39797 1.22527
C 0.80734 -1.35793 -0.23049
N -0.44568 0.41081 -1.13775
N -0.09190 -0.24569 -0.05889
O -1.42995 2.20074 -2.49106
S -1.12398 1.82065 -1.11991
H 0.43109 1.30981 1.24905
H -1.21783 0.68717 1.40696
H 0.15127 -0.28440 2.00309
H 0.50650 -2.17950 0.42143
H 0.75083 -1.68012 -1.26751
H 1.84124 -1.07951 -0.00018
*
```

These are the natural (NBO) partial charges, in e, on atoms 1 to 2: -0.448 -0.405

---

(two)
Here is a cluster of 2 separate species, C2H6N2OS in total from the OMol25 dataset. Energies are from the ωB97M-V functional and the def2-TZVPD basis.

Values from the calculation:
HOMO level in eV: -8.45

ORCA input file:
```
! RIJCOSX wB97M-V def2-TZVPD def2/J DEFGRID3
* xyz 0 1
C -0.08816 1.22661 0.53774
C 0.29193 -0.11288 0.03746
H -0.01151 2.33501 -0.98478
H -0.81122 0.89371 1.34867
H 0.88573 1.64455 1.14056
H 1.88442 -0.75574 1.06239
H -1.73601 -0.47204 -0.47513
H 0.42088 -3.06209 -0.23921
N 1.26506 -0.98025 0.24461
N -0.62673 -0.62616 -0.89599
O -0.72154 2.14100 -0.33733
S -0.75285 -2.23172 -1.43900
*
```

These are the natural (NBO) partial charges, in e, on atoms 1 to 2: -0.137 0.379

---

Stability, highest: (one)